(1)
{
  "formula": "C61H48F3GeN4O2SSbTc",
  "method": "ωB97M-V/def2-TZVPD",
  "symbols": ["C", "H", "H", "H", "C", "C", "H", "C", "C", "C", "H", "H", "C", "H", "O", "H", "C", "C", "H", "C", "C", "H", "O", "H", "H", "H", "C", "C", "H", "C", "H", "H", "H", "C", "F", "H", "C", "H", "C", "C", "S", "H", "H", "C", "Tc", "C", "C", "C", "N", "H", "N", "C", "C", "C", "C", "C", "N", "H", "H", "C", "H", "C", "Ge", "H", "H", "H", "H", "C", "H", "H", "C", "H", "C", "C", "H", "C", "C", "C", "C", "C", "Sb", "H", "C", "C", "H", "C", "H", "H", "C", "C", "C", "C", "H", "C", "H", "C", "C", "H", "N", "C", "H", "C", "C", "C", "H", "C", "H", "C", "H", "C", "C", "C", "C", "C", "H", "H", "C", "F", "H", "F", "C", "H"],
  "positions_angstrom": [[-2.10, 3.56, -1.25], [-4.39, -4.05, 3.70], [-3.32, -4.09, -4.30], [2.04, 0.39, -5.17], [2.74, 0.21, -4.36], [-0.36, -5.25, 0.08], [6.05, -0.17, -3.81], [0.77, -5.62, 0.81], [-6.49, 0.36, -0.22], [2.96, -0.27, 4.36], [-3.49, -2.30, 5.21], [5.49, 3.14, -2.51], [0.76, 3.13, 2.49], [-3.24, -4.56, 1.58], [0.95, 0.17, -2.70], [-0.86, 0.93, -3.20], [3.18, -0.16, -2.00], [-1.56, 6.29, -1.02], [-1.40, -4.21, -2.78], [-1.21, -2.08, 2.71], [2.02, -0.12, 2.12], [-5.61, -2.14, -1.26], [0.89, 0.03, 1.44], [0.73, 4.40, -3.09], [-4.11, 4.18, -1.77], [1.37, -4.86, 1.30], [-5.15, 0.09, 0.04], [1.77, 4.11, -2.95], [5.89, 0.25, 0.86], [5.76, 0.15, 1.93], [-3.71, -2.32, 0.22], [3.81, 2.39, -0.85], [-2.01, -5.99, -1.09], [5.41, -0.09, 4.68], [-3.79, 6.73, -1.61], [-1.39, 7.35, -0.93], [2.26, 4.49, 3.72], [-4.65, 0.52, -1.88], [4.45, -0.04, 2.43], [-3.04, -0.51, -1.18], [-1.80, 0.06, -0.04], [-7.83, -0.35, 2.81], [-3.73, -0.46, 1.57], [2.95, 4.83, 2.58], [0.64, -0.37, -0.49], [0.38, -7.94, 0.30], [1.17, 3.65, 3.70], [1.14, -6.95, 0.92], [2.65, -0.21, -0.71], [5.26, -0.18, 5.75], [-2.63, -0.38, -2.52], [2.15, 3.35, -1.84], [4.28, -0.14, 3.83], [-1.72, -3.05, 1.85], [4.99, -0.10, -3.60], [-2.38, -3.15, -1.19], [3.60, -0.11, 0.22], [-1.45, -1.07, 4.58], [7.84, 0.35, 2.37], [6.84, 0.20, 2.78], [-3.33, -0.73, -3.17], [2.71, 4.52, -3.88], [-0.93, -3.40, 0.12], [0.88, -0.28, 3.93], [0.52, 1.67, -4.06], [5.22, -0.44, -1.48], [-5.43, -0.75, 3.31], [0.09, 0.74, -3.69], [-0.05, 0.04, -4.51], [-2.32, 2.50, -1.32], [-0.57, 5.36, -0.78], [-6.79, 0.69, -1.21], [0.31, -2.05, -0.43], [1.43, 3.46, 1.31], [-8.49, 0.41, 0.54], [3.30, -0.11, 1.54], [-1.85, -1.82, 3.92], [-2.82, 5.83, -1.38], [2.30, 0.06, -3.06], [-2.99, -2.52, 4.27], [0.71, 2.57, -0.48], [0.66, -8.98, 0.40], [3.49, 3.00, -1.69], [4.44, 3.40, -2.61], [2.44, 5.11, -4.75], [-7.08, -0.21, 2.04], [0.67, 3.41, 4.63], [-5.50, -3.23, -3.48], [-4.77, -0.30, 1.33], [6.67, 0.08, 4.17], [-2.29, -3.69, -2.47], [-3.39, -3.65, -3.31], [3.06, 4.58, 0.46], [4.03, 4.16, -3.69], [-1.77, -0.91, -2.67], [-0.82, 3.99, -0.89], [-3.11, 4.49, -1.50], [2.02, -7.22, 1.49], [-4.23, 0.24, -1.01], [-3.49, -2.33, -0.85], [7.52, 0.12, 4.83], [-4.62, -3.13, -2.87], [-0.75, -7.59, -0.42], [-2.85, -3.77, 2.23], [4.45, 0.25, -5.65], [2.53, 4.31, 1.36], [-0.08, 2.45, 2.46], [-4.67, -2.54, -1.64], [0.42, 5.70, -0.49], [-5.74, -0.45, 2.31], [-3.50, -3.50, 3.43], [1.89, -0.23, 3.53], [-1.12, -6.25, -0.53], [-7.45, 0.21, 0.77], [-1.34, -8.35, -0.90], [2.83, -0.37, 5.43], [4.10, 0.13, -4.63], [2.67, 5.00, 4.90], [-0.35, -1.49, 2.41], [4.95, 4.55, -4.60], [4.54, -0.25, -2.30], [3.81, 5.50, 2.64]],
  "mulliken_spin": [-0.023, 0.000, 0.022, 0.000, 0.000, -0.011, 0.000, 0.003, -0.007, 0.000, 0.000, 0.000, 0.004, -0.004, -0.003, -0.001, -0.007, 0.000, 0.000, 0.007, 0.003, 0.030, 0.011, 0.000, 0.000, 0.000, 0.020, 0.000, 0.000, 0.000, 0.047, 0.000, 0.013, -0.001, 0.000, 0.000, 0.000, 0.007, 0.000, 0.071, 0.047, 0.001, -0.002, 0.000, 0.029, 0.000, 0.000, 0.000, -0.007, 0.000, 0.061, 0.002, 0.001, -0.021, 0.000, 0.387, 0.000, 0.000, 0.000, 0.000, 0.002, 0.000, -0.002, 0.000, 0.000, 0.000, 0.000, 0.003, 0.001, 0.020, 0.000, -0.001, -0.002, -0.005, 0.000, -0.002, 0.000, 0.001, 0.006, 0.001, 0.015, 0.000, 0.000, 0.000, 0.000, 0.009, 0.000, -0.001, 0.000, 0.000, -0.234, 0.336, 0.000, 0.000, -0.002, -0.001, 0.002, 0.000, 0.089, -0.111, 0.000, -0.133, 0.004, 0.013, 0.000, 0.000, 0.001, 0.311, 0.000, -0.003, 0.008, 0.000, 0.000, -0.005, 0.000, 0.000, 0.000, 0.000, -0.003, 0.000, 0.001, 0.000],
  "lumo_ev": [-1.64, -1.64],
  "multiplicity": 2,
  "e_homo_ev": [-5.81, -7.19],
  "orbital_gap_ev": [4.17, 5.55],
  "e_above_lowest_kcal_mol": 0.0
}



(2)
{
  "formula": "C61H55BrF5N3NbO20",
  "method": "ωB97M-V/def2-TZVPD",
  "symbols": ["O", "C", "F", "C", "H", "C", "C", "N", "N", "H", "H", "C", "C", "H", "H", "F", "C", "H", "C", "C", "C", "C", "C", "C", "C", "O", "H", "H", "H", "Br", "O", "H", "H", "O", "O", "C", "O", "H", "H", "C", "F", "C", "O", "H", "C", "C", "O", "H", "H", "O", "C", "C", "H", "C", "O", "H", "C", "C", "C", "C", "C", "C", "C", "C", "H", "C", "O", "H", "C", "C", "C", "H", "C", "Nb", "C", "H", "H", "H", "H", "N", "H", "H", "H", "H", "H", "C", "H", "O", "C", "O", "H", "H", "C", "H", "O", "O", "C", "C", "H", "C", "O", "C", "C", "O", "H", "C", "H", "F", "C", "H", "C", "H", "H", "C", "H", "H", "H", "H", "C", "H", "C", "O", "C", "H", "O", "C", "C", "H", "H", "C", "C", "C", "H", "H", "C", "H", "H", "C", "C", "O", "C", "H", "H", "F", "C", "H"],
  "positions_angstrom": [[-9.57, 1.01, -3.65], [-9.98, 1.47, -2.59], [4.29, -3.96, -4.52], [5.66, -2.55, 0.19], [0.69, -4.12, -0.71], [3.75, 5.43, 4.59], [3.56, 0.81, 5.00], [5.42, -0.94, 2.32], [2.42, -0.68, -5.39], [-4.02, 2.77, -1.86], [4.46, -1.66, -5.61], [1.03, 7.66, 9.85], [-11.25, 0.99, -1.99], [7.70, -0.58, -0.29], [2.53, 4.77, 6.28], [5.56, -5.01, -1.06], [-6.18, 3.44, -6.59], [-0.18, 6.99, 11.54], [3.94, -0.68, -5.21], [-11.69, 1.49, -0.83], [5.93, -1.17, 1.04], [5.18, -1.39, -2.84], [4.43, -4.53, -1.94], [-2.88, 6.54, -2.09], [3.75, 6.41, 6.84], [-4.38, -5.97, -4.87], [3.41, 6.48, 7.86], [0.49, -3.75, 1.12], [-8.31, 2.85, -2.32], [3.44, 0.02, -0.26], [2.11, -1.01, 4.65], [-6.36, 0.38, -4.12], [5.74, -2.08, -3.59], [2.48, 10.47, 12.45], [5.19, 8.24, 7.19], [1.03, 8.64, 12.09], [-1.48, 3.26, -2.10], [-9.14, 3.77, -0.16], [1.33, -0.84, 7.12], [0.16, -10.32, -2.39], [4.79, -6.18, -3.81], [3.27, 5.50, 5.99], [2.26, -2.24, -2.63], [-6.23, 4.68, -4.87], [0.98, -10.86, -3.30], [2.05, 8.65, 9.42], [-6.14, 1.86, -8.34], [6.29, 0.80, -0.24], [7.48, 0.50, 1.25], [2.88, -10.60, -4.68], [-4.73, -8.25, -5.34], [-6.19, 2.07, -7.13], [5.97, 8.07, 4.72], [2.55, -0.18, 5.43], [3.99, 2.63, 8.03], [5.10, 6.36, 3.14], [0.21, -1.91, -0.18], [1.53, -8.20, -2.43], [2.34, -8.74, -3.34], [2.55, 0.81, 7.67], [-6.24, 3.67, -5.28], [2.58, -3.22, 0.42], [-4.32, 6.21, -1.95], [0.56, 7.72, 11.24], [2.21, 0.87, 8.70], [2.04, 9.63, 11.67], [-2.65, -10.97, -4.36], [5.19, 0.68, -3.80], [-6.26, 0.96, -6.16], [-4.69, 4.79, -1.87], [-6.31, 2.56, -4.31], [-2.63, 7.59, -2.15], [2.07, -0.11, 6.82], [3.88, -2.43, -1.28], [4.76, 6.42, 4.17], [-0.77, -2.16, -0.81], [3.19, -8.20, -3.74], [3.90, 0.75, 3.98], [2.03, -1.65, -5.36], [1.75, -3.41, -3.02], [2.38, 8.59, 8.40], [-11.78, 0.23, -2.54], [0.80, -1.12, -0.80], [0.70, 8.70, 13.12], [-6.26, -0.04, -6.58], [3.56, 1.79, 7.25], [2.94, -4.30, 0.77], [-6.36, 2.77, -3.10], [4.03, 1.73, 5.85], [3.31, 4.59, 3.81], [6.67, -2.79, -0.39], [-5.64, -8.01, -5.87], [-4.29, -9.51, -5.21], [-1.68, 1.80, -0.58], [-2.52, -0.32, 0.73], [-11.35, 2.99, 0.95], [-2.33, 4.15, -2.05], [-2.30, -8.69, -3.90], [1.67, -7.20, -2.04], [-10.94, 2.53, -0.11], [-5.17, 7.10, -1.91], [0.98, -3.32, 0.12], [0.38, -8.95, -1.89], [-0.27, -1.21, 1.04], [4.77, 2.46, 5.56], [-3.05, -9.82, -4.48], [0.02, 1.87, 0.27], [3.35, -5.57, -1.70], [5.23, 7.34, 5.02], [-0.90, 5.79, -2.23], [2.13, -10.11, -3.84], [6.04, -0.82, -2.23], [-0.21, 0.88, -1.33], [4.41, -0.22, -3.70], [-6.13, 4.25, -7.32], [3.46, 0.23, -3.18], [2.70, -2.52, 1.38], [1.95, -0.03, -4.73], [2.52, 9.56, 10.27], [-2.20, -6.59, -3.60], [-9.68, 3.01, -0.71], [-0.37, -8.46, -1.05], [4.76, 7.40, 6.41], [-4.83, -10.35, -5.63], [0.57, -3.35, -3.29], [-1.96, 5.57, -2.13], [-9.23, 2.51, -1.87], [5.53, -3.42, 0.99], [-0.69, -10.86, -1.99], [-2.73, -7.43, -4.02], [-1.19, -0.16, 0.52], [4.96, -4.72, -3.46], [4.32, 0.19, -5.94], [-5.75, 4.57, -1.77], [-3.98, -7.12, -4.75], [0.84, -11.86, -3.68], [4.87, -1.82, 2.55], [-0.72, 1.18, -0.32], [-6.31, 1.19, -4.85], [0.60, 6.82, 9.07], [-3.77, 3.82, -1.92], [3.26, 10.30, 9.98], [-1.39, -8.93, -3.37], [6.46, -4.53, -3.43], [6.92, -0.01, 0.37], [-12.61, 1.15, -0.38]],
  "mulliken_charge": [-0.539, 0.387, -0.194, -0.386, 0.044, 0.239, -0.215, -0.609, -0.630, 0.575, 0.176, 0.363, -0.438, 0.236, 0.516, -0.338, -0.418, 0.410, -0.397, -0.395, 0.342, -0.425, 0.883, -0.421, -0.258, -0.546, 0.536, 0.379, 0.243, -0.367, -0.521, 0.466, 0.271, -0.558, -0.589, -0.342, -0.520, 0.439, 0.424, -0.185, -0.276, -0.197, 0.022, 0.483, -0.414, -0.218, -0.564, 0.158, 0.350, -0.570, -0.393, 0.286, 0.415, 0.316, -0.604, 0.430, 0.065, -0.255, -0.305, -0.480, -0.402, -0.220, 0.328, -0.395, 0.405, 0.380, -0.561, 0.350, -0.387, -0.511, 0.648, 0.406, -0.365, -0.830, -0.465, 0.269, 0.573, 0.472, 0.257, 0.096, 0.465, 0.413, -0.148, 0.398, 0.418, 0.265, 0.298, -0.607, -0.240, -0.545, 0.337, 0.403, -0.434, -0.108, -0.603, -0.556, 0.329, 0.393, 0.606, 0.312, -0.587, -0.437, 0.149, -0.286, 0.515, 0.385, 0.256, -0.172, -0.401, 0.449, 0.165, 0.229, 0.167, -0.092, 0.411, 0.074, 0.110, 0.258, -0.372, 0.655, -0.443, -0.566, 0.311, 0.412, -0.439, -0.431, 0.178, 0.379, 0.392, -0.558, 0.516, 0.300, 0.197, 0.553, 0.228, 0.426, 0.227, -0.150, -0.331, -0.552, -0.164, 0.426, -0.007, -0.246, -0.871, 0.402],
  "lumo_ev": -0.69,
  "total_charge": -1,
  "e_homo_ev": -5.80,
  "orbital_gap_ev": 5.11
}



(3)
{
  "formula": "C61H62B3O20P",
  "method": "ωB97M-V/def2-TZVPD",
  "symbols": ["O", "H", "H", "H", "O", "C", "C", "C", "H", "C", "O", "O", "O", "C", "H", "H", "O", "H", "H", "O", "C", "H", "H", "H", "O", "C", "H", "H", "O", "C", "C", "O", "H", "H", "H", "C", "C", "H", "H", "H", "C", "O", "H", "C", "H", "H", "H", "O", "H", "H", "C", "H", "O", "C", "H", "C", "H", "C", "C", "C", "H", "C", "C", "C", "H", "H", "C", "H", "B", "H", "C", "H", "C", "C", "C", "C", "H", "H", "H", "H", "O", "H", "H", "O", "H", "C", "H", "H", "C", "H", "C", "C", "H", "C", "C", "C", "C", "C", "H", "H", "H", "C", "C", "H", "H", "H", "H", "H", "O", "B", "C", "C", "C", "C", "C", "O", "C", "C", "C", "C", "C", "C", "O", "H", "B", "P", "H", "C", "C", "C", "C", "C", "H", "H", "O", "H", "C", "C", "C", "C", "C", "H", "H", "H", "O", "H", "C"],
  "positions_angstrom": [[-3.07, 4.16, 4.31], [-7.31, -2.24, -3.15], [1.07, 0.90, -5.21], [2.02, 1.38, -1.53], [-3.42, 1.53, -0.28], [-0.93, 1.13, -4.58], [5.31, 2.48, -5.96], [0.63, -2.84, 6.28], [-9.49, -5.47, 3.03], [2.47, 4.02, -2.92], [-5.91, -0.04, -3.11], [0.24, -2.83, 7.43], [1.71, -7.14, 2.56], [-7.18, -1.85, -2.14], [9.49, 8.50, -3.91], [-3.56, 3.61, 8.78], [-9.73, -2.67, 3.10], [4.93, -3.06, 0.46], [-2.02, 2.91, -1.97], [-1.80, 1.34, 5.37], [-3.34, 2.14, 0.77], [4.55, -0.05, -5.00], [-10.30, -5.97, 1.48], [0.79, -3.87, -2.26], [5.84, 6.07, -4.75], [3.53, 0.68, 2.13], [-5.51, 2.33, 1.05], [5.36, 2.76, -2.50], [-8.52, -2.30, 0.08], [-4.81, 0.39, -2.32], [2.60, 1.82, 2.08], [-3.61, 1.53, 10.33], [1.59, 4.53, -3.33], [3.34, 4.53, -3.33], [-0.58, -5.93, 2.54], [-1.84, 1.67, -3.72], [0.92, 2.18, -3.49], [3.08, 3.30, -5.18], [-1.33, 0.49, -5.36], [1.16, -4.97, 6.28], [0.42, 1.37, -4.48], [-9.46, -4.35, -0.70], [2.29, 3.88, 2.77], [1.03, -1.63, 4.19], [3.72, -5.23, 0.68], [-4.67, -0.23, -1.42], [6.58, 2.83, -3.75], [1.92, -2.87, 2.41], [3.62, 2.06, -1.46], [3.24, 0.61, -2.48], [-1.74, -7.57, 1.91], [6.40, 2.42, -5.97], [10.79, 7.52, -5.92], [5.13, 0.62, -4.35], [-2.70, -7.06, 1.90], [-2.23, 0.18, 7.36], [-4.94, 1.42, -1.97], [-2.68, 0.22, 8.61], [4.68, 0.75, 2.80], [-0.47, -9.73, 1.52], [1.62, -9.64, 1.86], [2.43, 2.50, -3.30], [-3.18, 2.70, 8.33], [3.39, -4.44, 0.01], [-2.69, 3.51, 6.43], [1.01, -0.74, 3.57], [3.21, 2.35, -4.63], [2.38, 4.14, -1.83], [-8.47, -2.17, -1.31], [-6.89, 0.19, -1.33], [-1.36, 2.45, -2.70], [2.00, -1.71, -2.47], [-7.05, -0.31, -2.29], [4.13, 3.13, 3.49], [-3.53, 0.22, -3.15], [8.93, 6.19, -6.48], [6.17, 0.54, -4.70], [-11.29, -5.56, 2.89], [0.23, -0.72, 5.92], [-1.15, 2.15, 0.82], [-9.70, -2.40, -1.96], [5.04, 3.54, -6.12], [4.82, 1.89, -6.74], [1.56, 1.76, 1.47], [-10.32, -2.78, 3.86], [0.68, -7.70, 2.25], [5.15, 0.31, -3.30], [5.36, 4.06, -3.76], [6.97, 6.40, -5.02], [-2.69, -0.65, 9.25], [-3.16, 3.57, 3.26], [-1.94, 3.14, 2.52], [0.34, 3.32, -1.79], [-4.56, 2.58, 1.50], [4.03, -3.28, -0.10], [-1.76, -9.01, 1.51], [1.54, -2.86, 3.56], [4.75, 2.11, -4.55], [7.16, 7.81, -3.35], [9.47, 5.78, -7.32], [7.14, 5.10, -6.77], [-4.47, 3.23, 2.66], [0.61, -1.62, 5.45], [-3.61, -0.65, -3.81], [-6.27, -2.31, -1.73], [-5.35, 3.55, 3.21], [1.95, -4.99, 3.91], [5.38, -0.08, 2.85], [-3.19, 1.42, -3.88], [-9.36, -3.38, 0.31], [2.98, 3.05, 2.82], [-0.61, -6.97, 2.25], [1.57, -4.09, 4.39], [-10.35, -5.34, 2.37], [-3.19, 1.49, 9.20], [4.14, -1.16, -1.12], [2.91, 1.59, -2.14], [9.66, 7.19, -5.66], [1.15, -4.08, 5.66], [7.70, 7.40, -4.20], [8.94, 7.77, -4.49], [7.69, 5.82, -6.18], [-2.80, -9.56, 1.21], [4.43, 4.01, 4.03], [-9.88, -3.77, -1.90], [-10.43, -3.55, 1.86], [3.23, -0.21, 1.59], [-0.02, 2.69, -2.60], [-2.22, 1.39, 6.51], [3.56, -2.22, -1.02], [0.66, -9.13, 1.86], [-2.72, 2.65, 7.08], [-0.99, 3.39, 2.98], [-2.70, 0.04, -2.45], [6.11, 2.04, 4.15], [2.81, 1.58, -5.30], [5.51, 3.00, -3.55], [2.33, -2.50, -1.81], [-2.03, 2.48, 1.37], [2.16, -4.72, -0.78], [1.68, -3.65, -1.70], [-1.85, -0.72, 6.90], [-10.32, -4.39, -2.80], [-7.94, 0.07, -2.81], [1.56, -5.77, -0.68], [-0.50, -10.77, 1.22], [5.07, 1.98, 3.54]],
  "mulliken_charge": [-0.635, 0.275, 0.384, 0.588, -0.255, -0.968, -1.987, 0.237, 0.291, -1.832, -0.404, -0.577, -0.547, -0.358, 0.399, 0.428, -0.479, 0.445, 0.431, -0.431, 0.034, 0.321, 0.244, 0.452, -0.526, -0.335, 0.458, 0.137, -0.299, -0.559, 0.300, -0.549, 0.436, 0.225, 0.453, 0.238, -0.592, 0.378, 0.417, 0.452, -0.570, -0.438, 0.444, -0.578, 0.460, 0.384, 0.566, -0.393, 0.052, -0.167, -0.436, 0.497, -0.545, -2.069, 0.422, -0.306, 0.316, -0.450, -0.538, -0.422, 0.418, 4.423, -0.435, -0.386, 0.477, 0.768, -2.142, 0.379, 0.679, 0.304, -0.633, 0.557, -0.560, -0.420, -0.535, -0.394, 0.535, 0.318, 0.602, 0.746, -0.545, 0.410, 0.374, -0.512, 0.306, 0.524, 0.382, 0.083, 0.483, 0.442, 0.288, -0.141, 0.388, -0.478, -0.258, 0.296, 0.115, 2.979, 0.428, 0.418, 0.404, -0.551, -0.382, 0.342, 0.227, 0.449, 0.597, 0.498, -0.549, 0.427, -0.445, -0.115, -0.332, -0.884, 0.335, -0.498, -1.741, 0.325, -0.506, -0.411, -0.397, -0.211, -0.549, 0.433, 0.472, -0.013, 0.925, -0.098, 0.402, 0.361, -0.447, -0.334, 0.504, 0.411, -0.562, 0.301, -1.727, -0.285, -0.447, 0.235, -0.510, 0.468, -0.095, 0.343, -0.587, 0.405, 0.212],
  "lumo_ev": -1.80,
  "e_homo_ev": -8.40,
  "orbital_gap_ev": 6.60
}